[1]
{"formula": "C12H11N3O4S", "method": "ωB97M-V/def2-TZVPD", "species": ["C", "S", "O", "O", "C", "C", "N", "O", "C", "O", "C", "C", "C", "C", "C", "C", "C", "N", "C", "N", "H", "H", "H", "H", "H", "H", "H", "H", "H", "H", "H"], "positions_angstrom": [[-2.28788, -0.00015, 2.56143], [-1.49328, 0.54260, 0.91015], [-0.27166, 1.44167, 1.34665], [-2.60634, 1.35649, 0.17806], [-0.99082, -1.04026, 0.04537], [0.36122, -1.64171, 0.82104], [1.38984, -2.39553, 1.14729], [-0.81299, -0.93382, -1.41019], [-0.28306, 0.37411, -1.82114], [-1.10595, 1.14663, -2.58219], [1.19740, 0.98875, -1.48193], [2.54435, 0.14511, -1.08121], [3.95753, 0.95542, -0.72070], [4.02491, 2.62206, -0.77136], [2.69128, 3.49340, -1.18577], [1.32282, 2.65314, -1.52081], [-2.26167, -2.10507, 0.26616], [-1.99095, -3.14676, 1.32894], [-2.45759, -2.92510, -1.16714], [-2.66526, -3.50945, -2.32901], [-3.31866, -0.55693, 2.38103], [-1.53025, -0.72544, 3.08844], [-2.45140, 0.91114, 3.27790], [2.47797, -1.02255, -1.04013], [4.92007, 0.32802, -0.39745], [5.00847, 3.22199, -0.50579], [2.63251, 4.66822, -1.25615], [0.35523, 3.27441, -1.79148], [-3.28795, -1.51518, 0.42226], [-1.30317, -3.87146, 1.02728], [-1.76470, -2.73376, 2.26046]], "e_lumo_ev": -1.22, "max_force_ev_per_a": 12.8, "smiles": "CS(=O)(=O)[C@](C#N)(OC(=O)c1ccccc1)[C@H](N)C#N", "energy_ev": -36100.1067, "charge": 0, "relative_energy_kcal_mol": 382.1}

=====

[2]
{"formula": "C2H12N2O4", "method": "ωB97M-V/def2-TZVPD", "species": ["N", "C", "N", "C", "O", "H", "H", "H", "H", "H", "H", "O", "H", "H", "O", "H", "H", "O", "H", "H"], "positions_angstrom": [[0.01274, -1.77962, 2.73178], [0.10539, -2.57119, 1.53276], [-0.47979, -1.92317, 0.34890], [0.09322, -1.92582, -0.90104], [1.02030, -2.68523, -1.09449], [-0.92170, -1.64188, 3.06070], [0.65099, -1.01180, 2.81109], [-0.55366, -3.41479, 1.71678], [1.08985, -2.88965, 1.38063], [-1.39327, -1.54542, 0.54348], [-0.22921, -1.07493, -1.50646], [1.71276, 1.76099, 1.59563], [1.02670, 1.07490, 1.68163], [2.41840, 1.09295, 1.66983], [-2.94504, 3.65765, -4.41574], [-3.47257, 3.78775, -3.61889], [-2.46800, 4.49301, -4.48406], [1.24280, 1.89163, -1.19537], [1.20330, 2.83697, -1.38361], [1.88677, 1.86765, -0.47353]], "e_lumo_ev": 0.38, "max_force_ev_per_a": 2.6, "smiles": "NCNC=O.O.O.O", "energy_ev": -13438.2685, "charge": 0, "relative_energy_kcal_mol": 49.6}

=====

[3]
{"formula": "C5H6O2", "method": "ωB97M-V/def2-TZVPD", "species": ["C", "C", "C", "C", "C", "O", "O", "H", "H", "H", "H", "H", "H"], "positions_angstrom": [[1.06982, -1.41278, 0.94188], [-0.08250, -0.56340, 0.46227], [-1.13398, 0.37937, -1.54340], [-0.04031, -0.10479, -0.95995], [0.16487, 2.60029, 0.81071], [-0.76395, 3.23907, 0.94915], [-1.00111, -0.26090, 1.19952], [0.76141, -1.96517, 1.83075], [1.90805, -0.75712, 1.20690], [1.41826, -2.10056, 0.16483], [-2.05944, 0.45375, -0.97673], [-1.13763, 0.69914, -2.58123], [0.89650, -0.20689, -1.50468]], "e_lumo_ev": 0.35, "max_force_ev_per_a": 1.4, "energy_ev": -9376.1127, "charge": 0, "relative_energy_kcal_mol": 22.7}

=====

[4]
{"formula": "H32NO18S", "method": "ωB97M-V/def2-TZVPD", "species": ["N", "H", "H", "H", "H", "S", "O", "O", "O", "O", "O", "H", "H", "O", "H", "H", "O", "H", "H", "O", "H", "H", "O", "H", "H", "O", "H", "H", "O", "H", "H", "O", "H", "H", "O", "H", "H", "O", "H", "H", "O", "H", "H", "O", "H", "H", "O", "H", "H", "O", "H", "H"], "positions_angstrom": [[-19.30726, -37.53275, -38.66247], [-18.53911, -36.83381, -38.34073], [-19.39375, -38.30799, -37.86179], [-19.27980, -38.10214, -39.36063], [-20.14803, -37.01067, -38.65724], [-22.19250, -37.30859, -41.70679], [-21.25368, -36.84205, -42.66646], [-22.74345, -36.29088, -40.90511], [-23.29191, -37.98955, -42.32071], [-21.48889, -38.30919, -40.79471], [-22.49365, -39.39247, -43.49284], [-21.68680, -39.15496, -43.91206], [-22.83728, -38.71367, -42.82136], [-24.53267, -40.81038, -44.39592], [-25.17821, -41.13670, -43.83449], [-23.87581, -40.26883, -43.82846], [-24.42633, -37.41109, -44.63311], [-23.92528, -37.49529, -43.85326], [-24.71015, -36.66538, -44.43564], [-22.75046, -41.51722, -39.32224], [-22.59865, -41.44876, -40.21571], [-22.65955, -40.50156, -39.16184], [-22.51502, -33.95603, -43.96049], [-21.69190, -34.50939, -44.32764], [-23.17406, -34.47514, -43.86144], [-19.58675, -39.50587, -40.88019], [-20.02951, -40.30574, -40.26320], [-20.22226, -38.87362, -40.56507], [-25.18883, -35.55815, -40.95802], [-24.23759, -35.79693, -40.87308], [-25.11093, -34.73163, -40.47868], [-25.49996, -38.71260, -41.90414], [-24.71025, -38.21585, -42.02778], [-25.02542, -39.29866, -41.22726], [-21.86551, -33.69638, -40.99194], [-22.07222, -34.68119, -41.21321], [-21.82317, -33.51073, -41.97252], [-20.64237, -35.65627, -44.73121], [-21.11535, -36.05115, -45.59508], [-21.07373, -35.89300, -43.96092], [-22.73747, -37.01171, -38.32189], [-22.75634, -36.64295, -39.25173], [-22.42332, -37.90613, -38.52347], [-22.21250, -39.47850, -38.74251], [-23.18426, -39.51605, -38.67084], [-21.96348, -39.21514, -39.61113], [-18.81394, -36.73396, -41.89098], [-18.32531, -37.43864, -42.42667], [-19.63765, -36.77119, -42.22398], [-20.16037, -38.25624, -43.83363], [-20.58175, -37.54139, -43.46405], [-19.49653, -38.56396, -43.22069]], "e_lumo_ev": 0.84, "max_force_ev_per_a": 12.5, "energy_ev": -49691.5889, "charge": -1, "relative_energy_kcal_mol": 142.1}

=====

Copy entry 4 word for word.
{"formula": "H32NO18S", "method": "ωB97M-V/def2-TZVPD", "species": ["N", "H", "H", "H", "H", "S", "O", "O", "O", "O", "O", "H", "H", "O", "H", "H", "O", "H", "H", "O", "H", "H", "O", "H", "H", "O", "H", "H", "O", "H", "H", "O", "H", "H", "O", "H", "H", "O", "H", "H", "O", "H", "H", "O", "H", "H", "O", "H", "H", "O", "H", "H"], "positions_angstrom": [[-19.30726, -37.53275, -38.66247], [-18.53911, -36.83381, -38.34073], [-19.39375, -38.30799, -37.86179], [-19.27980, -38.10214, -39.36063], [-20.14803, -37.01067, -38.65724], [-22.19250, -37.30859, -41.70679], [-21.25368, -36.84205, -42.66646], [-22.74345, -36.29088, -40.90511], [-23.29191, -37.98955, -42.32071], [-21.48889, -38.30919, -40.79471], [-22.49365, -39.39247, -43.49284], [-21.68680, -39.15496, -43.91206], [-22.83728, -38.71367, -42.82136], [-24.53267, -40.81038, -44.39592], [-25.17821, -41.13670, -43.83449], [-23.87581, -40.26883, -43.82846], [-24.42633, -37.41109, -44.63311], [-23.92528, -37.49529, -43.85326], [-24.71015, -36.66538, -44.43564], [-22.75046, -41.51722, -39.32224], [-22.59865, -41.44876, -40.21571], [-22.65955, -40.50156, -39.16184], [-22.51502, -33.95603, -43.96049], [-21.69190, -34.50939, -44.32764], [-23.17406, -34.47514, -43.86144], [-19.58675, -39.50587, -40.88019], [-20.02951, -40.30574, -40.26320], [-20.22226, -38.87362, -40.56507], [-25.18883, -35.55815, -40.95802], [-24.23759, -35.79693, -40.87308], [-25.11093, -34.73163, -40.47868], [-25.49996, -38.71260, -41.90414], [-24.71025, -38.21585, -42.02778], [-25.02542, -39.29866, -41.22726], [-21.86551, -33.69638, -40.99194], [-22.07222, -34.68119, -41.21321], [-21.82317, -33.51073, -41.97252], [-20.64237, -35.65627, -44.73121], [-21.11535, -36.05115, -45.59508], [-21.07373, -35.89300, -43.96092], [-22.73747, -37.01171, -38.32189], [-22.75634, -36.64295, -39.25173], [-22.42332, -37.90613, -38.52347], [-22.21250, -39.47850, -38.74251], [-23.18426, -39.51605, -38.67084], [-21.96348, -39.21514, -39.61113], [-18.81394, -36.73396, -41.89098], [-18.32531, -37.43864, -42.42667], [-19.63765, -36.77119, -42.22398], [-20.16037, -38.25624, -43.83363], [-20.58175, -37.54139, -43.46405], [-19.49653, -38.56396, -43.22069]], "e_lumo_ev": 0.84, "max_force_ev_per_a": 12.5, "energy_ev": -49691.5889, "charge": -1, "relative_energy_kcal_mol": 142.1}